(1)
This record from the Open Molecules 2025 dataset describes one molecule with the formula C2H5NOS in a non-equilibrium geometry. The level of theory is ωB97M-V/def2-TZVPD.

```
10
Properties=species:S:1:pos:R:3:nbo_charge:R:1
S 2.35 0.28 0.23 0.90
O 2.39 -1.15 0.52 -0.96
N 0.78 0.91 -0.13 -0.67
C -0.49 0.54 -0.29 0.06
C -1.18 -0.82 0.11 -0.66
H -2.10 -0.49 0.56 0.24
H -1.31 -1.25 -0.84 0.23
H 1.10 1.83 -0.09 0.41
H -0.34 -1.32 0.60 0.26
H -1.20 1.46 -0.66 0.19
```

For the energy relative to the best compared isomer or geometry (same formula, charge and spin), the calculation gives 3.662 eV. The value obtained for the gap between HOMO and LUMO (spin up / spin down) is 0.2701 / 0.2697 hartree. The energy is -16524.7198 eV. Its total charge is 0. For the LUMO energy (spin up / spin down), the calculation gives 0.01136 / 0.01116 hartree.

(2)
This record from the Open Molecules 2025 dataset describes one molecule with the formula C2H5NOS in a non-equilibrium geometry. The level of theory is ωB97M-V/def2-TZVPD.

```
10
Properties=species:S:1:pos:R:3:nbo_charge:R:1
S -0.94 -0.92 -1.29 0.14
O -0.10 0.73 0.76 -0.54
N 0.70 -0.83 -0.62 -0.55
C 0.50 1.64 1.77 -0.31
C 0.95 -0.19 0.42 0.34
H 1.70 1.78 1.69 0.20
H -0.21 2.71 1.59 0.22
H 1.96 -0.02 0.62 0.19
H -1.45 0.36 -1.13 0.12
H 0.18 1.15 2.96 0.20
```

For the energy relative to the best compared isomer or geometry (same formula, charge and spin), the calculation gives 4.058 eV. Its SMILES is CO/C=N\S. The value obtained for the gap between HOMO and LUMO is 0.3518 hartree. The energy is -16524.3229 eV. Its total charge is 0. For the LUMO energy, the calculation gives 0.02496 hartree.

(3)
This record from the Open Molecules 2025 dataset describes one molecule with the formula C2H5NOS in a non-equilibrium geometry. The level of theory is ωB97M-V/def2-TZVPD.

```
10
Properties=species:S:1:pos:R:3:nbo_charge:R:1
S 3.01 0.59 -0.01 0.54
O 3.76 -0.89 0.01 -0.85
N 0.30 0.70 0.21 -0.69
C -0.99 0.06 -0.15 -0.40
C 1.38 0.05 0.05 -0.11
H 0.16 1.75 0.50 0.40
H -1.61 0.48 0.65 0.21
H -0.70 -0.97 -0.05 0.21
H 3.18 -1.52 -0.54 0.49
H -1.30 0.32 -1.21 0.19
```

For the energy relative to the best compared isomer or geometry (same formula, charge and spin), the calculation gives 2.029 eV. The value obtained for the gap between HOMO and LUMO (spin up / spin down) is 0.2157 / 0.2665 hartree. The energy is -16522.1620 eV. Its total charge is 0. For the LUMO energy (spin up / spin down), the calculation gives 0.02203 / -0.05025 hartree. Its spin multiplicity is 3.

(4)
This record from the Open Molecules 2025 dataset describes one molecule with the formula C2H5NOS2 in a non-equilibrium geometry. The level of theory is ωB97M-V/def2-TZVPD.

```
11
Properties=species:S:1:pos:R:3:nbo_charge:R:1
S -2.31 -0.72 0.04 0.16
S 1.72 -1.61 0.00 -0.10
O -0.15 0.45 -0.08 -0.59
N -0.89 -1.61 -0.13 -0.77
C 0.94 1.52 0.05 -0.24
C 0.30 -0.91 0.00 0.30
H -1.00 -2.72 0.24 0.45
H 0.42 2.55 -0.32 0.21
H 1.18 1.38 1.12 0.21
H 1.64 1.23 -0.63 0.20
H -1.84 0.44 -0.29 0.17
```

For the energy relative to the best compared isomer or geometry (same formula, charge and spin), the calculation gives 2.763 eV. Its SMILES is COC(=S)NS. The value obtained for the gap between HOMO and LUMO is 0.3207 hartree. The energy is -27360.2935 eV. Its total charge is 0. For the LUMO energy, the calculation gives 0.02147 hartree.

(5)
This record from the Open Molecules 2025 dataset describes a 2-piece molecular cluster, C2H5NOSi overall in a non-equilibrium geometry. The level of theory is ωB97M-V/def2-TZVPD.

```
10
Properties=species:S:1:pos:R:3:nbo_charge:R:1
Si -0.08 0.91 -0.81 1.25
O 0.34 -0.62 -0.47 -0.90
N -2.73 0.64 -2.27 -0.27
C -1.70 0.74 -1.73 -0.20
C 0.96 -1.18 0.65 -0.23
H -1.35 1.71 2.40 -0.04
H 1.86 -1.59 0.43 0.18
H 1.29 -0.42 1.41 0.17
H 1.04 1.80 -0.78 -0.15
H 0.37 -1.99 1.17 0.19
```

For the energy relative to the best compared isomer or geometry (same formula, charge and spin), the calculation gives 4.994 eV. The value obtained for the gap between HOMO and LUMO (spin up / spin down) is 0.2570 / 0.3727 hartree. The energy is -13565.4637 eV. Its total charge is 0. For the LUMO energy (spin up / spin down), the calculation gives -0.01928 / -0.03059 hartree.

(6)
This record from the Open Molecules 2025 dataset describes a 2-piece molecular cluster, C2H5NP2 overall in a non-equilibrium geometry. The level of theory is ωB97M-V/def2-TZVPD.

```
10
Properties=species:S:1:pos:R:3:nbo_charge:R:1
P 2.08 -1.44 -0.52 0.38
P 2.50 1.66 -0.03 0.82
N 2.36 0.20 -0.38 -1.13
C -1.18 0.23 0.67 -0.40
C -1.51 0.21 -0.59 -0.37
H 1.41 -1.45 0.67 -0.07
H -2.22 0.77 -1.14 0.20
H -1.03 -0.60 -1.14 0.19
H -0.59 -0.50 1.20 0.20
H -1.82 0.91 1.25 0.19
```

For the energy relative to the best compared isomer or geometry (same formula, charge and spin), the calculation gives 2.130 eV. The value obtained for the gap between HOMO and LUMO (spin up / spin down) is 0.2404 / 0.2380 hartree. The energy is -22219.4560 eV. Its total charge is 0. For the LUMO energy (spin up / spin down), the calculation gives -0.02871 / -0.02974 hartree.

(7)
This record from the Open Molecules 2025 dataset describes one molecule with the formula C2H5NP2 in a non-equilibrium geometry. The level of theory is ωB97M-V/def2-TZVPD.

```
10
Properties=species:S:1:pos:R:3:nbo_charge:R:1
P 1.37 0.58 -0.32 0.70
P -1.49 -0.52 -0.14 0.93
N 0.16 -0.47 0.24 -1.00
C 1.29 -1.20 -0.11 -0.46
C -1.95 1.10 -0.11 -0.97
H 1.17 -1.87 -1.12 0.19
H -3.05 1.41 -0.12 0.25
H 1.80 0.87 0.90 -0.08
H -1.18 1.93 0.25 0.23
H 1.89 -1.83 0.54 0.22
```

For the energy relative to the best compared isomer or geometry (same formula, charge and spin), the calculation gives 1.728 eV. Its SMILES is C=PN1CP1. The value obtained for the gap between HOMO and LUMO is 0.3299 hartree. The energy is -22219.8584 eV. Its total charge is 0. For the LUMO energy, the calculation gives 0.01539 hartree.

(8)
This record from the Open Molecules 2025 dataset describes a 2-piece molecular cluster, C2H5NS2 overall in a non-equilibrium geometry. The level of theory is ωB97M-V/def2-TZVPD.

```
10
Properties=species:S:1:pos:R:3:nbo_charge:R:1
S 1.22 -1.70 -0.23 0.20
S 2.31 1.27 -0.01 0.06
N 0.25 -0.35 0.41 -0.37
C 1.09 0.18 -0.55 -0.29
C -0.81 -0.03 1.08 -0.14
H 1.73 1.64 1.10 0.10
H -1.26 -0.88 1.60 0.22
H -1.37 -0.45 -2.28 0.01
H -2.00 -0.68 -2.04 -0.02
H -1.16 1.00 0.92 0.22
```

For the energy relative to the best compared isomer or geometry (same formula, charge and spin), the calculation gives 5.517 eV. The value obtained for the gap between HOMO and LUMO (spin up / spin down) is 0.2752 / 0.2752 hartree. The energy is -25310.3090 eV. Its total charge is 0. For the LUMO energy (spin up / spin down), the calculation gives -0.00207 / -0.00204 hartree.

Question: What is the total charge in the third record?
Answer: 0